C29H61O8P | the ωB97M-V functional and the def2-TZVPD basis

SMILES: COCCCCCCCP.CC(C)=O.CC(C)=O.CC(C)=O.CC(C)=O.CC(C)=O.CC(C)=O.CC(C)=O
HOMO: -0.3163 hartree
energy above the lowest of the compared OMol25 structures with the same formula, charge and spin: 0.0 kcal/mol
E: -56729.873 eV

Each line ends with the Löwdin charge.
Element x y z (Å)
1 C -2.625 2.901 -0.597  -0.293
2 H -5.191 -8.155 -1.880  0.086
3 H -5.227 -6.872 -3.116  0.080
4 H -1.765 4.849 -0.759  0.104
5 H 3.473 -1.466 -3.273  0.090
6 C 4.502 -0.125 8.421  -0.020
7 H -5.873 -8.499 -3.459  0.085
8 H 6.023 1.696 -0.478  0.093
9 H 2.259 4.516 -0.774  0.100
10 H -5.500 -1.436 -0.090  0.074
11 O 4.274 -2.162 7.213  0.060
12 H 5.188 0.131 -0.340  0.068
13 H 2.140 -1.069 -2.157  0.078
14 H 4.090 -4.844 -1.647  0.079
15 H -5.937 1.727 -6.090  0.079
16 C 5.116 1.195 -0.114  -0.108
17 C 4.278 -3.817 -1.950  -0.027
18 O -4.106 -2.461 -1.914  0.027
19 H 5.933 -2.188 2.440  0.082
20 H -4.495 2.167 -5.133  0.082
21 H -8.169 -9.152 -2.321  0.085
22 C 3.071 -2.083 9.262  -0.023
23 H 1.990 9.247 -1.104  0.081
24 H 1.947 7.647 2.352  0.084
25 H 2.197 -1.441 9.381  0.086
26 H 2.188 9.640 0.625  0.084
27 H 4.263 0.521 4.509  0.083
28 C 1.710 7.589 0.220  -0.507
29 H 5.142 0.176 7.596  0.077
30 C -0.186 3.512 -1.341  -0.203
31 H -6.802 -1.111 -1.270  0.085
32 O 3.965 1.713 -0.742  -0.196
33 C -6.146 -1.874 -0.847  -0.018
34 C -3.539 -0.460 -4.828  -0.024
35 H -8.942 -7.925 -1.282  0.081
36 H -3.445 3.342 -0.021  0.099
37 C -1.423 3.845 -0.490  -0.220
38 O -7.491 -6.138 -2.302  0.064
39 H 3.213 6.769 1.513  0.085
40 C 0.969 2.817 -0.597  -0.208
41 H 1.598 6.031 1.683  0.077
42 H 0.809 2.916 0.484  0.107
43 H -0.508 -0.069 -0.740  -0.123
44 C 3.002 -3.010 -1.862  -0.504
45 O 1.964 -3.507 -1.498  0.072
46 H 6.760 -2.289 3.983  0.086
47 H 3.454 8.758 -0.210  0.085
48 H 3.588 -2.096 10.224  0.085
49 H 3.910 -0.983 3.618  0.089
50 H -3.092 0.209 -4.090  0.039
51 C -6.076 -3.151 -3.063  -0.025
52 C 6.601 -1.647 3.114  -0.021
53 P -1.729 0.273 -1.354  0.830
54 C -2.405 1.464 -0.093  -0.477
55 O -5.909 -0.577 -5.084  0.060
56 H 3.826 -1.047 -1.607  0.058
57 H 5.060 -0.082 9.358  0.086
58 C 5.958 -0.350 3.545  -0.509
59 H 3.668 0.573 8.517  0.087
60 C 2.324 3.433 -0.931  -0.180
61 H -7.486 -8.804 -0.743  0.085
62 H 3.160 2.640 0.905  0.124
63 H 4.665 -3.795 -2.970  0.083
64 H -5.378 -3.551 -3.796  0.084
65 H -1.123 3.910 0.563  0.104
66 H -2.969 2.867 -1.638  0.092
67 C 2.138 6.961 1.525  -0.024
68 C -5.316 -2.497 -1.946  -0.498
69 O 6.482 0.718 3.332  0.054
70 C 3.107 -1.556 -2.249  -0.011
71 H 5.078 1.316 0.975  0.076
72 H 5.045 -3.375 -1.311  0.079
73 H -2.875 -0.484 -5.693  0.088
74 C -5.764 -7.721 -2.701  -0.019
75 C -7.122 -7.285 -2.210  -0.497
76 H -2.406 -0.883 -0.926  -0.117
77 H -1.801 1.474 0.817  0.070
78 C 2.373 8.893 -0.150  -0.024
79 H -4.290 1.476 -6.732  0.083
80 H 0.999 1.747 -0.809  0.083
81 O 0.884 7.068 -0.491  0.065
82 H 2.759 -3.089 8.995  0.082
83 H -6.714 -2.413 -3.553  0.074
84 C 3.980 -1.524 8.196  -0.499
85 H -6.791 -2.631 -0.395  0.084
86 C -4.891 0.062 -5.234  -0.493
87 H -3.626 -1.452 -4.391  0.069
88 C 4.634 -0.469 4.254  -0.021
89 C -4.917 1.448 -5.838  -0.025
90 H -0.486 2.924 -2.214  0.094
91 H 2.559 3.281 -1.988  0.126
92 H -3.373 1.040 0.188  0.052
93 H 7.548 -1.448 2.619  0.080
94 H 0.212 4.453 -1.730  0.095
95 H -6.697 -3.961 -2.676  0.058
96 H 4.752 -1.073 5.157  0.057
97 C -7.995 -8.353 -1.597  -0.025
98 C 3.484 2.887 -0.118  -0.246
99 H 4.290 3.631 -0.037  0.122

C34H57FeN3O3Si | the ωB97M-V functional and the def2-TZVPD basis

HOMO (alpha / beta): -0.3752 / -0.3872 hartree
energy above the lowest of the compared OMol25 structures with the same formula, charge and spin: 30.0 kcal/mol
total charge: +1
2S+1: 6
E: -89052.948 eV
expectation value of S²: 8.7687

Each line ends with the Mulliken spin population.
Element x y z (Å)
1 C -0.279 4.152 -2.253  0.010
2 C 1.629 -0.723 3.268  0.069
3 C 0.517 -4.695 0.532  -0.002
4 H 4.601 -3.649 -0.815  0.000
5 H -4.512 1.261 -2.242  0.000
6 H -2.329 0.850 -1.026  -0.017
7 C -3.740 0.056 2.346  0.006
8 C -4.398 1.468 -1.156  0.001
9 Fe 1.620 -0.143 0.039  4.358
10 C 2.293 -4.361 2.131  -0.001
11 H 3.277 3.613 0.012  -0.003
12 H 2.180 0.182 3.565  0.002
13 H -5.015 2.313 -0.898  0.000
14 H 4.279 -1.712 1.245  -0.003
15 H -3.149 -2.980 -0.967  0.000
16 N 2.144 0.740 -1.638  0.135
17 H -0.292 1.212 0.190  -0.043
18 H -0.611 -0.484 -0.260  0.013
19 C 2.296 2.240 1.832  0.064
20 H -0.313 -0.310 -2.469  0.003
21 H -4.491 -1.197 0.107  0.000
22 C 3.236 3.442 -1.080  0.009
23 H 0.669 -5.743 2.421  0.000
24 H 1.295 -3.420 -2.412  0.002
25 C -0.610 1.067 3.490  0.022
26 H 1.311 -1.264 4.171  0.001
27 C 1.380 1.925 -1.919  -0.059
28 C -0.103 0.151 0.440  -0.048
29 H -5.652 -0.134 1.422  0.000
30 H -0.912 0.651 4.461  0.002
31 H -1.458 1.628 3.101  -0.008
32 C -5.038 0.615 1.905  0.000
33 H -0.075 -2.574 3.344  0.003
34 H 4.511 -1.075 -3.189  0.002
35 H 4.160 0.751 -4.302  0.000
36 C -2.169 3.289 0.830  0.004
37 C 3.465 -1.921 -1.550  0.072
38 H 3.922 2.628 -1.305  -0.003
39 H -5.547 0.918 2.804  0.000
40 H -1.717 -2.495 -0.097  0.006
41 C -0.204 0.465 -3.239  -0.014
42 C 1.830 3.208 -1.549  0.007
43 H 0.017 -2.406 -1.706  -0.001
44 C 0.966 4.284 -1.614  -0.011
45 O -2.811 2.023 0.560  0.014
46 H 3.590 2.231 -3.513  0.000
47 C 3.741 -0.886 -2.441  0.071
48 H 2.462 1.214 -4.426  0.000
49 C 4.149 -3.247 -1.733  0.008
50 H -0.260 -4.153 -1.932  0.000
51 H -1.492 2.840 -3.507  0.001
52 C 0.492 -3.412 -1.639  0.026
53 C -3.556 -1.569 0.495  -0.001
54 H -2.562 2.552 -1.468  0.002
55 C -3.022 4.470 0.441  0.000
56 H -3.869 -0.896 2.892  0.000
57 H 3.639 4.369 -1.546  0.002
58 H -1.081 -2.561 1.898  -0.005
59 H 4.950 -3.140 -2.474  -0.001
60 H -2.472 -1.408 -1.325  0.001
61 H -2.599 5.381 0.872  0.000
62 H 3.444 -4.016 -2.110  0.000
63 C 3.056 0.337 -2.534  0.039
64 C -0.815 -1.963 2.788  0.017
65 H -1.213 3.330 0.259  -0.003
66 H 2.295 -1.389 2.699  -0.046
67 C -0.610 2.935 -2.870  -0.005
68 C 2.824 -3.344 1.324  -0.087
69 O 2.330 3.140 2.629  0.057
70 H -2.300 0.436 0.898  0.048
71 N 2.248 1.328 1.053  0.048
72 H -0.963 4.995 -2.320  0.000
73 H -3.764 -2.247 1.325  0.000
74 H -3.105 0.730 2.905  -0.002
75 H 2.810 -4.616 3.048  0.000
76 H 0.191 1.792 3.692  -0.002
77 C -2.653 -2.111 -0.535  -0.001
78 H -4.720 0.591 -0.591  0.000
79 O -2.822 -0.308 1.160  0.052
80 H 0.528 0.125 -3.988  0.001
81 C 1.126 -5.001 1.760  0.017
82 C 0.187 1.797 -2.649  0.026
83 Si 0.010 -0.306 2.350  0.038
84 H 4.270 -2.651 2.783  0.001
85 H -3.045 4.569 -0.637  0.000
86 C 4.147 -2.720 1.692  -0.011
87 H -0.383 -5.226 0.207  0.001
88 C 1.046 -3.696 -0.288  -0.136
89 H 1.280 5.238 -1.196  0.000
90 C 3.327 1.189 -3.740  0.008
91 H -4.897 1.462 1.271  0.000
92 C 2.143 -2.945 0.174  0.110
93 N 2.570 -1.784 -0.559  0.124
94 H -1.686 -1.869 3.446  0.000
95 C -2.959 1.726 -0.865  0.010
96 H -1.917 3.274 1.902  0.002
97 H -4.066 4.366 0.816  0.000
98 H -1.179 0.549 -3.747  0.000
99 H 4.979 -3.349 1.328  0.000